Here is 8 unconnected molecules or ions with the total composition C46H89N13O in a non-equilibrium geometry from the OMol25 dataset. Energies are from ωB97M-V/def2-TZVPD.

⟨S²⟩: 0.76
LUMO energy (alpha / beta), eV: -9.6 / -9.6
Gap between HOMO and LUMO (alpha / beta), eV: 2.86 / 7.00

Geometry as ORCA input:
```
! RIJCOSX wB97M-V def2-TZVPD def2/J DEFGRID3
* xyz 5 2
C 16.85 -19.41 -17.22
C 15.65 -18.65 -16.57
O 16.03 -18.12 -15.31
H 16.60 -19.82 -18.20
H 17.21 -20.27 -16.66
H 17.72 -18.82 -17.48
H 14.70 -19.19 -16.52
H 15.33 -18.03 -17.41
C 15.09 -21.65 -14.78
C 14.27 -22.89 -15.15
N 14.26 -23.88 -14.11
C 15.38 -24.53 -13.71
C 14.94 -25.59 -12.88
N 13.59 -25.60 -12.87
C 13.14 -24.52 -13.61
C 12.71 -26.49 -12.06
H 14.57 -20.72 -14.99
H 16.11 -21.74 -15.14
H 15.08 -21.60 -13.70
H 14.56 -23.28 -16.13
H 13.23 -22.62 -15.32
H 16.37 -24.15 -13.94
H 15.51 -26.38 -12.43
H 12.12 -24.24 -13.81
H 11.69 -26.10 -12.02
H 13.23 -26.46 -11.10
H 12.57 -27.44 -12.56
C 17.25 -9.56 -15.54
C 17.76 -10.70 -14.64
N 16.73 -11.70 -14.44
C 15.62 -11.52 -13.60
C 14.82 -12.65 -13.83
N 15.33 -13.43 -14.86
C 16.56 -12.88 -15.15
C 14.69 -14.65 -15.38
H 17.32 -9.81 -16.60
H 17.90 -8.69 -15.51
H 16.24 -9.18 -15.36
H 17.96 -10.14 -13.73
H 18.66 -11.21 -14.99
H 15.54 -10.64 -12.98
H 13.87 -12.88 -13.37
H 17.21 -13.01 -16.00
H 14.03 -15.13 -14.66
H 15.42 -15.41 -15.67
H 14.16 -14.42 -16.31
C 14.09 -23.19 -10.56
C 14.48 -21.88 -9.94
N 14.56 -20.78 -10.88
C 15.69 -20.22 -11.38
C 15.35 -19.16 -12.26
N 13.95 -19.06 -12.19
C 13.49 -20.11 -11.44
C 13.13 -18.21 -12.99
H 13.05 -23.08 -10.87
H 14.10 -24.07 -9.92
H 14.73 -23.30 -11.44
H 15.36 -21.98 -9.30
H 13.65 -21.70 -9.25
H 16.71 -20.54 -11.23
H 15.96 -18.47 -12.84
H 12.44 -20.34 -11.28
H 13.10 -17.21 -12.55
H 12.12 -18.61 -13.00
H 13.70 -18.10 -13.91
C 19.01 -16.06 -18.51
C 19.45 -15.80 -16.97
N 20.20 -16.90 -16.49
C 21.53 -17.14 -16.74
C 21.81 -18.35 -16.15
N 20.67 -18.90 -15.55
C 19.70 -17.96 -15.79
C 20.65 -20.18 -14.87
H 18.87 -17.14 -18.54
H 19.75 -15.86 -19.28
H 18.14 -15.48 -18.80
H 18.49 -15.68 -16.48
H 20.09 -14.96 -16.71
H 22.12 -16.50 -17.37
H 22.64 -19.04 -16.13
H 18.66 -18.13 -15.55
H 21.00 -20.14 -13.84
H 21.30 -20.90 -15.38
H 19.64 -20.60 -14.83
C 11.47 -19.05 -15.95
C 10.31 -19.74 -16.68
N 9.53 -20.45 -15.62
C 8.46 -19.94 -14.84
C 8.10 -21.00 -13.94
N 9.01 -22.02 -14.15
C 9.94 -21.68 -15.09
C 9.08 -23.24 -13.40
H 11.14 -18.25 -15.28
H 12.13 -18.59 -16.68
H 12.08 -19.74 -15.36
H 10.63 -20.46 -17.44
H 9.65 -19.05 -17.20
H 7.95 -19.07 -15.22
H 7.27 -21.14 -13.26
H 10.72 -22.38 -15.35
H 8.92 -22.99 -12.35
H 10.05 -23.74 -13.39
H 8.37 -23.91 -13.88
C 11.87 -16.63 -19.11
C 13.25 -15.84 -18.94
N 14.18 -16.08 -20.01
C 14.74 -17.35 -20.36
C 15.64 -17.08 -21.36
N 15.56 -15.75 -21.64
C 14.63 -15.11 -20.82
C 16.42 -14.96 -22.52
H 11.90 -17.71 -18.96
H 11.40 -16.60 -20.10
H 11.22 -16.33 -18.29
H 13.69 -16.27 -18.05
H 12.99 -14.79 -18.81
H 14.48 -18.22 -19.77
H 16.24 -17.67 -22.02
H 14.34 -14.08 -20.66
H 15.80 -14.30 -23.12
H 16.92 -15.55 -23.29
H 17.14 -14.34 -21.97
C 17.34 -23.78 -25.33
C 16.45 -22.72 -24.62
C 15.58 -23.25 -23.47
N 14.51 -22.26 -22.97
C 13.86 -21.41 -24.14
C 15.14 -21.26 -21.91
C 15.09 -22.06 -20.63
C 13.65 -22.59 -20.70
C 13.38 -23.02 -22.14
H 17.96 -23.35 -26.12
H 16.69 -24.47 -25.85
H 17.84 -24.33 -24.54
H 15.89 -22.21 -25.40
H 17.14 -22.01 -24.16
H 16.07 -23.55 -22.55
H 15.12 -24.20 -23.76
H 14.58 -20.65 -24.42
H 12.94 -21.00 -23.72
H 13.66 -22.14 -24.93
H 14.48 -20.39 -21.89
H 16.06 -20.85 -22.32
H 15.43 -21.41 -19.83
H 15.83 -22.85 -20.58
H 12.92 -21.83 -20.41
H 13.46 -23.45 -20.06
H 12.35 -22.72 -22.36
H 13.51 -24.10 -22.12
*
```

Here are the Löwdin charges for atoms 1 to 5, given in e:
1. C -0.11
2. C -0.49
3. O -0.37
4. H 0.04
5. H 0.05

---

Here is 9 unconnected molecules or ions with the total composition C46H92F6O23 in a non-equilibrium geometry from the OMol25 dataset. Energies are from ωB97M-V/def2-TZVPD.

SMILES: CCOC(=O)C(F)(F)F.CCOC(=O)C(F)(F)F.COCCOCCOC.COCCOCCOC.COCCOCCOC.COCCOCCOC.COCCOCCOC.O=C1CCCO1.O=C1CCCO1
LUMO energy, eV: 0.4
Gap between HOMO and LUMO, eV: 9.35

Geometry as ORCA input:
```
! RIJCOSX wB97M-V def2-TZVPD def2/J DEFGRID3
* xyz 0 1
C 0.94 2.22 9.43
C 0.51 2.63 8.03
O 1.00 1.76 6.96
C 2.23 2.13 6.53
O 2.88 3.02 6.99
C 2.72 1.12 5.43
F 4.01 1.34 5.06
F 2.65 -0.12 5.99
F 1.99 1.11 4.37
H 0.55 2.95 10.11
H 2.04 2.30 9.45
H 0.68 1.11 9.70
H 0.95 3.60 7.80
H -0.55 2.63 7.80
C -0.98 -2.24 1.70
C -0.01 -1.11 1.53
O -0.67 0.05 0.89
C 0.02 1.15 0.82
O 1.16 1.29 1.12
C -0.82 2.33 0.30
F -1.33 2.94 1.41
F -0.08 3.24 -0.33
F -1.84 2.08 -0.49
H -0.42 -3.16 2.11
H -1.47 -2.41 0.73
H -1.71 -2.02 2.46
H 0.83 -1.41 0.92
H 0.45 -0.78 2.49
C 2.51 -0.98 -4.71
O 2.99 -1.32 -6.08
C 4.40 -1.38 -6.18
C 4.93 -2.68 -5.63
O 4.64 -2.92 -4.27
C 5.57 -2.32 -3.36
C 4.99 -2.27 -1.95
O 4.06 -1.28 -1.89
C 3.74 -1.04 -0.54
H 2.57 -1.83 -4.03
H 1.54 -0.67 -4.80
H 3.00 -0.08 -4.30
H 4.89 -0.55 -5.70
H 4.64 -1.37 -7.28
H 6.05 -2.78 -5.72
H 4.39 -3.52 -6.16
H 5.74 -1.26 -3.69
H 6.48 -2.95 -3.31
H 5.87 -2.03 -1.35
H 4.51 -3.19 -1.67
H 4.54 -0.55 -0.01
H 3.47 -2.04 -0.02
H 2.87 -0.40 -0.44
C 2.71 -4.70 2.40
O 1.76 -4.09 1.45
C 1.00 -5.19 0.91
C 1.68 -5.90 -0.27
O 1.65 -5.17 -1.45
C 2.75 -5.36 -2.28
C 2.83 -6.82 -2.80
O 3.93 -7.00 -3.63
C 3.84 -6.68 -5.05
H 3.14 -5.50 1.86
H 2.26 -5.16 3.29
H 3.43 -3.92 2.65
H 0.12 -4.70 0.53
H 0.77 -5.97 1.63
H 1.21 -6.86 -0.48
H 2.72 -6.11 0.09
H 3.65 -5.17 -1.69
H 2.65 -4.60 -3.13
H 1.84 -7.08 -3.22
H 2.99 -7.38 -1.89
H 3.10 -7.34 -5.46
H 4.83 -6.93 -5.38
H 3.57 -5.59 -5.25
C -4.70 -0.18 -3.61
O -4.15 1.08 -3.15
C -5.09 2.08 -2.80
C -5.57 1.95 -1.36
O -6.11 0.64 -1.06
C -6.42 0.47 0.32
C -6.69 -1.04 0.63
O -5.81 -1.97 -0.02
C -4.47 -2.11 0.41
H -5.60 0.11 -4.18
H -5.17 -0.58 -2.71
H -4.03 -0.78 -4.23
H -5.93 2.08 -3.47
H -4.60 3.10 -2.95
H -6.26 2.81 -1.21
H -4.78 2.16 -0.63
H -7.31 1.00 0.59
H -5.56 0.84 0.90
H -7.74 -1.26 0.35
H -6.63 -1.22 1.69
H -4.54 -2.38 1.39
H -3.85 -1.19 0.23
H -4.04 -2.87 -0.22
C 0.53 7.03 0.04
O 0.43 8.42 -0.06
C 0.85 8.90 -1.35
C -0.30 8.79 -2.45
O -0.07 7.69 -3.31
C -1.17 7.60 -4.22
C -1.20 6.20 -4.76
O -1.48 5.28 -3.74
C -1.07 4.04 -4.17
H 1.59 6.67 0.01
H -0.04 6.50 -0.68
H 0.18 6.77 1.03
H 1.75 8.35 -1.71
H 1.13 9.93 -1.18
H -0.47 9.70 -2.98
H -1.22 8.63 -1.87
H -1.07 8.25 -4.98
H -2.09 7.66 -3.70
H -0.17 6.07 -5.09
H -1.86 6.15 -5.59
H -1.29 3.87 -5.21
H -1.58 3.22 -3.62
H -0.04 3.86 -3.93
C -4.71 -2.53 9.98
O -3.89 -3.16 9.00
C -4.45 -3.11 7.68
C -4.60 -1.75 7.15
O -3.43 -1.11 6.69
C -2.67 -1.73 5.66
C -1.61 -0.76 5.15
O -2.07 0.26 4.30
C -1.84 1.60 4.88
H -4.10 -1.71 10.34
H -4.96 -3.22 10.82
H -5.71 -2.21 9.65
H -5.39 -3.62 7.72
H -3.73 -3.63 7.02
H -5.07 -1.09 7.86
H -5.29 -1.76 6.29
H -3.33 -2.13 4.92
H -2.11 -2.61 5.94
H -0.94 -1.41 4.57
H -1.14 -0.45 6.06
H -2.34 1.52 5.85
H -2.23 2.32 4.14
H -0.76 1.74 5.05
O 0.30 1.18 -2.36
C 0.07 0.02 -2.64
C -1.01 -0.63 -3.52
C -0.47 -2.07 -3.63
C 0.23 -2.27 -2.29
O 0.71 -0.96 -1.96
H -1.95 -0.47 -2.95
H -1.12 -0.08 -4.46
H -1.21 -2.90 -3.70
H 0.10 -2.31 -4.53
H -0.50 -2.69 -1.58
H 1.09 -2.91 -2.29
O 5.72 1.18 -3.83
C 4.68 1.78 -3.79
C 3.91 2.18 -2.58
C 2.86 3.14 -3.01
C 2.66 2.69 -4.46
O 3.95 2.14 -4.88
H 3.47 1.24 -2.24
H 4.55 2.52 -1.78
H 1.99 2.99 -2.32
H 3.21 4.13 -2.83
H 1.93 1.84 -4.40
H 2.33 3.43 -5.15
*
```

Here are the Löwdin charges for atoms 1 to 5, given in e:
1. C -0.06
2. C -0.20
3. O -0.02
4. C -0.36
5. O 0.16

---

Here is 6 unconnected molecules or ions with the total composition C46H93Br2NO4S in a non-equilibrium geometry from the OMol25 dataset. Energies are from ωB97M-V/def2-TZVPD.

SMILES: CC[C@H](Br)[C@]1(C[C@H](C)Br)OS(=O)(=O)O[C@@]1(N)Cc1ccccc1C.CCCCCC.CCCCCC.CCCCCC.CCCCCC.CCCCCC
LUMO energy, eV: 0.3
Gap between HOMO and LUMO, eV: 9.67

Geometry as ORCA input:
```
! RIJCOSX wB97M-V def2-TZVPD def2/J DEFGRID3
* xyz 0 1
C 9.31 2.32 -2.66
C 8.21 2.88 -3.54
C 6.83 3.04 -2.92
Br 6.91 4.49 -1.64
C 6.18 1.76 -2.34
C 6.64 1.33 -0.94
C 5.77 1.57 0.31
C 6.12 2.75 1.18
Br 6.01 -0.04 1.43
O 6.69 0.67 -3.23
S 5.89 0.56 -4.58
O 6.58 1.22 -5.64
O 5.45 -0.78 -4.74
O 4.69 1.50 -4.13
C 4.68 1.66 -2.67
N 4.05 2.93 -2.47
C 3.96 0.41 -2.13
C 2.46 0.60 -2.02
C 1.93 1.38 -0.98
C 0.55 1.56 -0.84
C -0.32 0.95 -1.73
C 0.20 0.19 -2.77
C 1.58 -0.01 -2.93
C 2.05 -0.86 -4.08
H 10.21 2.18 -3.25
H 9.06 1.34 -2.27
H 9.56 2.98 -1.83
H 8.51 3.89 -3.83
H 8.17 2.31 -4.45
H 6.17 3.39 -3.70
H 7.61 1.76 -0.73
H 6.79 0.26 -1.01
H 4.71 1.58 0.10
H 7.19 2.91 1.24
H 5.68 3.66 0.78
H 5.71 2.63 2.17
H 3.11 2.91 -2.85
H 3.99 3.17 -1.49
H 4.14 -0.42 -2.79
H 4.33 0.10 -1.16
H 2.57 1.85 -0.26
H 0.16 2.15 -0.03
H -1.39 1.06 -1.62
H -0.47 -0.29 -3.46
H 2.81 -1.55 -3.74
H 1.24 -1.46 -4.45
H 2.45 -0.25 -4.88
C 1.81 -1.71 2.40
C 0.57 -1.16 3.11
C 0.88 -0.49 4.44
C 1.49 -1.41 5.50
C 0.64 -2.63 5.84
C -0.72 -2.27 6.43
H 2.30 -2.48 2.99
H 1.54 -2.15 1.44
H 2.54 -0.92 2.21
H -0.15 -1.97 3.25
H 0.09 -0.43 2.46
H -0.03 -0.04 4.83
H 1.57 0.34 4.27
H 1.66 -0.83 6.41
H 2.48 -1.75 5.17
H 1.18 -3.24 6.57
H 0.50 -3.26 4.96
H -0.61 -1.67 7.34
H -1.29 -3.16 6.69
H -1.33 -1.69 5.72
C -7.12 4.44 -2.18
C -5.81 3.88 -2.72
C -5.10 2.93 -1.76
C -4.69 3.55 -0.43
C -3.76 4.76 -0.54
C -2.42 4.43 -1.20
H -6.97 5.02 -1.27
H -7.60 5.09 -2.91
H -7.82 3.63 -1.94
H -5.14 4.71 -2.98
H -6.01 3.35 -3.65
H -4.23 2.51 -2.26
H -5.77 2.08 -1.55
H -4.19 2.78 0.17
H -5.58 3.84 0.14
H -3.57 5.15 0.46
H -4.25 5.57 -1.09
H -1.90 3.65 -0.64
H -1.78 5.31 -1.24
H -2.55 4.08 -2.23
C 0.16 -9.50 5.93
C -0.19 -8.55 4.79
C 0.13 -7.09 5.09
C -0.64 -6.49 6.27
C -2.16 -6.55 6.15
C -2.71 -5.77 4.96
H -0.41 -9.27 6.84
H -0.06 -10.53 5.67
H 1.22 -9.43 6.18
H -1.25 -8.66 4.54
H 0.36 -8.85 3.90
H -0.07 -6.49 4.19
H 1.20 -6.99 5.28
H -0.34 -5.44 6.38
H -0.33 -6.99 7.19
H -2.59 -6.14 7.07
H -2.50 -7.59 6.09
H -2.42 -4.72 5.02
H -3.80 -5.81 4.93
H -2.34 -6.17 4.01
C -7.21 5.16 6.05
C -6.11 5.56 5.08
C -6.15 4.77 3.77
C -5.95 3.26 3.91
C -4.65 2.85 4.59
C -3.40 3.28 3.83
H -7.13 4.12 6.35
H -7.16 5.77 6.96
H -8.20 5.31 5.61
H -5.13 5.44 5.56
H -6.20 6.62 4.85
H -5.39 5.18 3.09
H -7.11 4.95 3.27
H -5.99 2.81 2.91
H -6.79 2.84 4.47
H -4.64 1.76 4.69
H -4.61 3.24 5.61
H -3.40 2.86 2.82
H -2.50 2.93 4.34
H -3.33 4.37 3.75
C -2.73 -3.82 -8.77
C -1.60 -3.81 -7.74
C -1.27 -2.41 -7.22
C -0.78 -1.43 -8.29
C 0.46 -1.88 -9.05
C 1.68 -2.07 -8.16
H -2.48 -3.25 -9.66
H -2.96 -4.84 -9.09
H -3.65 -3.40 -8.35
H -0.71 -4.27 -8.18
H -1.89 -4.44 -6.90
H -0.52 -2.50 -6.43
H -2.16 -1.99 -6.75
H -0.57 -0.47 -7.80
H -1.58 -1.23 -9.00
H 0.69 -1.13 -9.81
H 0.26 -2.81 -9.60
H 1.93 -1.14 -7.64
H 2.56 -2.36 -8.75
H 1.52 -2.85 -7.41
*
```

Here are the Löwdin charges for atoms 1 to 5, given in e:
1. C -0.10
2. C -0.29
3. C -0.59
4. Br 0.83
5. C -0.34

---

no.,DFT total energy (eV)
1,-70511.5961
2,-112580.7165
3,-209812.4440